Record 1
The following is a DFT calculation (ωB97M-V/def2-TZVPD) of 7 unconnected molecules or ions with the total composition C34H55F18N2O14P in a non-equilibrium geometry.

Output
Energy above the lowest of the compared OMol25 structures with the same formula, charge and spin = 39.34 kJ/mol
LUMO energy = 0.017 eV
HOMO = -8.3 eV
E = -4630.391684 Ha
Largest force on an atom = 5.47 eV/Å

Last column: Löwdin charge in e.
Element x y z (Å)
C  -0.7582  -1.6248  2.4601  -0.166
P  -0.6037  -0.4293  1.0328  0.846
C  1.2994  -0.5533  1.1659  -0.333
C  2.1003  0.2830  0.1474  -0.239
C  1.6134  0.1829  -1.3017  -0.324
N  1.6531  -1.1942  -1.8190  0.006
C  -0.6144  1.4264  1.2373  -0.266
C  0.2589  1.9586  2.3831  -0.232
C  -0.4467  3.1799  3.0342  -0.187
C  0.5615  4.2045  3.6154  -0.244
N  0.7082  4.0214  5.0807  0.013
C  -2.5577  -0.4214  0.7478  -0.225
C  -2.9031  -1.5985  -0.1232  -0.681
O  -2.5741  -2.6771  0.1014  0.131
O  -3.6064  -1.3462  -1.2416  0.103
H  -0.5755  -2.6204  2.0652  0.058
H  -1.7481  -1.6336  2.9019  0.046
H  -0.0003  -1.4524  3.2188  0.014
H  -0.5260  -1.0487  -0.2490  0.054
H  1.5471  -1.6012  0.9692  0.073
H  1.6686  -0.3700  2.1705  0.058
H  3.1218  -0.1047  0.1494  0.108
H  2.1845  1.3363  0.4026  0.090
H  0.6171  0.6154  -1.3915  0.080
H  2.2954  0.7836  -1.9034  0.097
H  0.7905  -1.3698  -2.3123  0.055
H  1.7454  -1.8634  -1.0692  0.050
H  -1.6350  1.7006  1.4892  0.062
H  -0.4176  1.9344  0.2970  0.097
H  1.2183  2.3347  2.0490  0.093
H  0.4282  1.2034  3.1420  0.076
H  -0.9486  3.6865  2.2076  0.103
H  -1.1740  2.8778  3.7791  0.097
H  0.1188  5.1857  3.4650  0.103
H  1.5271  4.1516  3.1233  0.101
H  0.6879  3.0298  5.2882  0.030
H  -0.1571  4.3740  5.4733  0.057
H  -3.1219  -0.4427  1.6761  0.086
H  -2.8693  0.4639  0.1842  0.066
H  -3.8471  -0.4157  -1.2542  0.094
C  3.1315  -3.5532  7.5446  -0.058
C  3.8957  -2.4497  6.8450  -0.192
O  3.0123  -1.6270  6.0582  0.034
C  2.3546  -0.6807  6.7149  -0.398
O  2.4242  -0.4512  7.8845  0.178
C  1.5021  0.1301  5.7304  -0.519
F  0.8420  -0.6645  4.8645  0.132
F  2.2708  0.9637  5.0075  0.158
F  0.5930  0.8750  6.3627  0.167
H  2.5585  -4.1371  6.8234  0.084
H  3.8176  -4.2161  8.0705  0.084
H  2.4245  -3.1447  8.2665  0.079
H  4.6112  -2.8750  6.1443  0.126
H  4.4549  -1.8371  7.5510  0.127
C  -6.3507  5.2532  2.6057  -0.058
C  -5.8550  3.8233  2.6386  -0.198
O  -4.8079  3.6606  3.6134  0.026
C  -5.2013  3.4957  4.8724  -0.398
O  -6.3296  3.4725  5.2609  0.179
C  -3.9754  3.2896  5.7720  -0.532
F  -2.9955  4.1651  5.4847  0.150
F  -3.4697  2.0524  5.6115  0.157
F  -4.2817  3.4332  7.0598  0.176
H  -5.5211  5.9408  2.4373  0.084
H  -7.0844  5.3833  1.8109  0.084
H  -6.8144  5.5295  3.5524  0.079
H  -5.4148  3.5573  1.6794  0.123
H  -6.6652  3.1212  2.8321  0.126
C  0.8565  0.6875  -4.5291  -0.062
C  1.5622  1.8098  -5.2554  -0.182
O  0.6349  2.5805  -6.0448  0.036
C  -0.0568  3.5059  -5.3940  -0.402
O  0.0177  3.7514  -4.2262  0.167
C  -0.9578  4.2660  -6.3774  -0.536
F  -1.5874  3.4300  -7.2185  0.161
F  -0.2310  5.1200  -7.1176  0.165
F  -1.8885  4.9723  -5.7325  0.167
H  0.2996  0.0665  -5.2331  0.082
H  1.5746  0.0628  -4.0009  0.062
H  0.1390  1.0783  -3.8061  0.074
H  2.2889  1.4031  -5.9554  0.129
H  2.1029  2.4567  -4.5652  0.126
C  3.8564  3.8604  7.2831  -0.056
C  3.0365  5.0531  7.7236  -0.196
O  3.8589  6.0130  8.4191  0.031
C  4.5605  6.8433  7.6592  -0.403
O  4.5756  6.8661  6.4646  0.172
C  5.3372  7.8251  8.5480  -0.535
F  5.9303  7.1993  9.5773  0.160
F  4.5098  8.7547  9.0579  0.161
F  6.2858  8.4581  7.8556  0.167
H  4.3779  3.4195  8.1343  0.083
H  3.2134  3.1064  6.8307  0.061
H  4.6134  4.1522  6.5548  0.080
H  2.2731  4.7370  8.4317  0.125
H  2.5278  5.5204  6.8823  0.110
C  -1.8174  -2.6396  -7.9248  -0.057
C  -1.2531  -3.6231  -6.9218  -0.191
O  -0.1229  -4.3301  -7.4692  0.019
C  1.0446  -3.6959  -7.4222  -0.396
O  1.2358  -2.6053  -6.9762  0.172
C  2.1448  -4.5997  -7.9937  -0.530
F  1.7521  -5.1993  -9.1317  0.153
F  2.4713  -5.5684  -7.1200  0.164
F  3.2577  -3.9168  -8.2600  0.174
H  -2.0622  -3.1455  -8.8595  0.084
H  -2.7181  -2.1700  -7.5311  0.084
H  -1.0943  -1.8581  -8.1587  0.077
H  -1.9947  -4.3829  -6.6836  0.126
H  -0.9772  -3.1332  -5.9888  0.124
C  -0.1626  -7.8480  -10.3358  -0.054
C  -0.6159  -7.8999  -8.8918  -0.191
O  -1.9344  -8.4718  -8.7933  0.032
C  -2.0002  -9.7983  -8.8084  -0.400
O  -1.0750  -10.5484  -8.8973  0.174
C  -3.4600  -10.2453  -8.6475  -0.536
F  -4.2858  -9.5263  -9.4247  0.160
F  -3.8610  -10.0911  -7.3733  0.162
F  -3.6105  -11.5298  -8.9715  0.170
H  -0.8944  -7.3176  -10.9466  0.086
H  0.7981  -7.3418  -10.4176  0.072
H  -0.0613  -8.8503  -10.7522  0.079
H  -0.6898  -6.8913  -8.4889  0.111
H  0.0883  -8.4485  -8.2675  0.129

***

Record 2
The following is a DFT calculation (ωB97M-V/def2-TZVPD) of a molecular structure, C32H68NO20S in a non-equilibrium geometry.

Output
Energy above the lowest of the compared OMol25 structures with the same formula, charge and spin = 624.64 kJ/mol
LUMO energy = 2.045 eV
HOMO = -4.3 eV
E = -3217.158566 Ha
Largest force on an atom = 15.01 eV/Å
Total charge = -1

Last column: Löwdin charge in e.
Element x y z (Å)
N  31.1672  -39.6419  44.3436  0.176
H  31.9982  -38.9876  44.2170  0.103
H  31.3643  -40.1230  43.4181  0.105
H  30.1269  -39.2212  44.5900  0.223
H  31.5199  -40.2994  45.0704  0.050
S  33.7180  -39.5431  41.8296  0.150
O  34.4794  -39.2687  40.6275  -0.338
O  33.3004  -38.3553  42.4570  -0.413
O  32.4536  -40.2768  41.6305  -0.412
O  34.5778  -40.3244  42.6467  -0.346
O  32.3120  -36.9957  36.3528  0.084
C  32.5373  -36.0613  37.1085  -0.483
O  32.5677  -36.1842  38.4986  -0.031
C  32.4017  -37.4144  39.0983  -0.233
C  32.4054  -37.2192  40.6490  -0.077
C  32.6832  -34.6594  36.5875  0.000
H  33.0194  -38.3324  38.7932  0.122
H  31.3489  -37.7953  38.8054  0.129
H  31.6495  -36.5256  40.9549  0.043
H  33.2868  -36.9703  41.0388  0.014
H  32.1047  -38.1693  41.3011  0.095
H  33.5288  -34.2396  37.2124  0.103
H  31.7360  -34.1256  36.6730  0.084
H  33.0213  -34.6938  35.5850  0.059
O  28.9970  -40.6866  42.1690  0.007
C  28.6296  -40.7479  40.9498  -0.383
O  28.5094  -41.9693  40.2835  -0.005
C  28.7302  -43.1630  40.9633  -0.318
C  28.5208  -44.3740  40.0239  -0.035
C  28.2058  -39.5834  40.1440  0.030
H  27.9248  -43.2200  41.5880  0.071
H  29.7648  -43.1454  41.3690  0.133
H  27.3840  -44.3190  39.5910  0.154
H  28.6039  -45.2349  40.5147  -0.014
H  29.2831  -44.4113  39.1906  0.108
H  28.1655  -39.6016  39.0661  0.084
H  28.9690  -38.7445  40.2606  0.120
H  27.2729  -39.2902  40.5830  0.078
O  31.1891  -36.4130  44.7617  0.058
C  31.8370  -35.4710  44.2876  -0.418
O  31.3786  -34.5723  43.3361  -0.021
C  30.1457  -34.7209  42.6989  -0.352
C  29.8735  -33.7681  41.7151  -0.143
C  33.3429  -35.2074  44.6677  0.032
H  29.3155  -34.5301  43.5685  0.159
H  29.8543  -35.8273  42.2934  0.168
H  30.7431  -33.7855  41.0691  0.072
H  29.9636  -32.6784  41.9558  0.085
H  28.9585  -33.7309  40.9420  0.142
H  33.6129  -34.1815  44.3040  0.092
H  33.9901  -36.1284  44.3176  0.126
H  33.2756  -35.3058  45.7095  0.044
O  27.7915  -40.8281  43.8223  -0.007
C  27.1177  -41.8984  43.6240  -0.486
O  27.3816  -43.1403  43.4443  0.017
C  28.6358  -43.6268  43.4289  -0.250
C  28.8779  -44.8785  42.6099  -0.083
C  25.5409  -41.6784  43.7107  -0.006
H  29.3034  -43.5399  44.3427  0.146
H  29.2497  -42.8977  42.6711  0.120
H  29.9065  -45.0408  42.3399  0.110
H  28.4094  -45.0008  41.7262  -0.021
H  28.6274  -45.7151  43.2166  0.080
H  25.2620  -41.6040  44.9286  0.133
H  25.1405  -42.6294  43.2442  0.067
H  25.2897  -40.6297  43.1395  0.123
O  32.9230  -40.0680  37.0156  0.017
C  33.4767  -41.2083  37.1353  -0.552
O  33.5603  -41.8909  38.1978  -0.001
C  33.1958  -41.4322  39.5103  -0.188
C  31.6678  -41.2583  39.6961  -0.061
C  33.7004  -42.0092  35.8644  -0.010
H  33.8845  -40.4426  39.6275  0.121
H  33.7179  -42.0647  40.2015  0.109
H  31.2193  -42.3408  39.4283  0.126
H  31.3761  -40.3718  39.1584  0.069
H  31.6911  -40.8348  40.6053  -0.087
H  33.1526  -42.9385  35.8616  0.062
H  34.7539  -42.2496  35.7513  0.061
H  33.3903  -41.3094  34.9569  0.122
O  27.1267  -36.3205  42.1225  0.032
C  26.9168  -36.5073  43.3450  -0.446
O  26.0353  -35.6857  43.9977  -0.049
C  25.3771  -34.5077  43.5574  -0.282
C  24.0036  -34.8053  43.1136  -0.092
C  27.7103  -37.5148  44.1153  0.026
H  25.9996  -34.0814  42.7019  0.139
H  25.4658  -33.7657  44.4198  0.137
H  23.2072  -35.2680  43.7821  0.103
H  24.2599  -35.4539  42.2793  0.078
H  23.6579  -33.8103  42.7603  0.086
H  28.7487  -37.1125  44.3058  0.093
H  28.0682  -38.3099  43.5235  0.047
H  27.2737  -37.8492  45.0265  0.080
O  31.5210  -39.4899  46.0636  -0.029
C  32.6824  -39.3234  46.4843  -0.408
O  33.1883  -39.7176  47.5967  0.058
C  32.4715  -40.6098  48.4356  -0.228
C  33.2069  -41.1830  49.6198  -0.074
C  33.6992  -38.5900  45.6106  0.078
H  32.0011  -41.4450  47.7967  0.129
H  31.4386  -40.1910  48.7714  0.153
H  34.2360  -41.5330  49.4756  0.082
H  32.6189  -42.0380  50.1013  0.113
H  33.3435  -40.3841  50.2357  0.028
H  33.2517  -38.1932  44.9006  -0.047
H  34.1567  -39.3039  45.0441  0.074
H  34.4602  -38.1266  46.1751  0.108
O  31.3497  -43.2957  45.9272  -0.003
C  31.7714  -43.8215  44.8307  -0.553
O  31.7248  -45.0078  44.5611  0.053
C  31.4530  -46.1540  45.3550  -0.240
C  31.1991  -47.3959  44.5568  -0.076
C  32.5725  -42.9069  43.8695  0.082
H  30.6912  -45.8980  46.1336  0.125
H  32.0347  -46.2410  46.3029  0.137
H  32.2209  -47.6110  44.0816  0.102
H  30.3878  -47.3671  43.8477  0.043
H  30.8437  -48.3701  45.1695  0.128
H  31.8974  -42.5971  43.0289  0.112
H  33.2931  -43.4156  43.4296  0.044
H  32.7367  -42.0605  44.4329  0.047